# 1
{"formula": "C2HNO2S", "method": "the ωB97M-V functional and the def2-TZVPD basis", "lumo_ev": 0.36, "largest_force_ev_per_a": 3.43, "total_energy_ev": -18507.144, "homo_lumo_gap_ev": 11.181, "de_lowest_kj_mol": 354.56, "elements": ["H", "C", "S", "N", "C", "O", "O"], "coordinates": [[1.099481, -0.307145, -1.272377], [-1.552084, 0.565860, -0.176441], [-1.727534, 1.649738, 0.875901], [1.157119, -0.556380, 0.568403], [0.789223, -0.467492, 1.664900], [-1.442202, -0.217441, -1.009180], [1.675996, -0.667137, -0.651209]], "atomic_forces_ev_per_a": [[-2.190, 1.155, -1.530], [-0.228, -0.265, -0.639], [-0.234, 1.283, 1.335], [0.139, 0.127, -1.261], [-0.075, -0.074, 0.634], [0.331, -0.870, -0.730], [2.257, -1.357, 2.192]]}

# 2
{"formula": "C31H38AuClN4O2S4", "method": "the ωB97M-V functional and the def2-TZVPD basis", "lumo_ev": [-1.50, -1.00], "largest_force_ev_per_a": 0.83, "total_energy_ev": -102374.674, "homo_lumo_gap_ev": [5.132, 5.991], "de_lowest_kj_mol": 173.50, "elements": ["H", "H", "H", "H", "C", "C", "S", "C", "H", "H", "H", "H", "O", "C", "H", "C", "H", "C", "C", "H", "H", "C", "C", "C", "C", "C", "N", "H", "C", "H", "H", "C", "H", "H", "H", "H", "H", "C", "N", "S", "H", "H", "Au", "C", "C", "C", "H", "H", "C", "H", "H", "H", "O", "C", "C", "N", "C", "C", "H", "C", "H", "C", "H", "H", "C", "H", "H", "S", "H", "S", "N", "C", "Cl", "C", "H", "H", "C", "C", "H", "H", "C"], "coordinates": [[-2.330956, 0.254019, 2.039028], [0.016618, 5.620374, -2.566936], [2.094739, 4.534741, 0.398228], [-0.854021, 1.173282, 0.294787], [-5.860116, -1.600045, 2.010524], [1.903770, 4.902189, -1.745238], [4.318155, 0.689135, -1.254103], [0.108800, -1.898103, 1.958608], [2.121514, -2.358371, -0.454268], [3.699366, 4.861737, -2.974189], [-4.294434, -2.696790, 0.063496], [-6.237915, -0.894290, 2.756938], [6.640756, 0.144799, 3.570883], [3.391511, -2.406526, -2.188279], [0.827489, 6.743901, -1.463860], [1.585573, 3.486288, -2.014396], [6.541299, -3.511357, -1.553970], [-1.186908, 0.550170, -0.523596], [0.993508, -2.438761, 4.113038], [-2.051492, -1.806144, 0.487810], [2.613780, -2.024195, -4.148624], [-1.279568, -0.703115, -2.211874], [-6.581560, -0.115501, 0.151631], [-5.389409, -0.901474, 0.729472], [-3.655523, 0.826670, -0.159495], [-2.379000, -1.831472, 1.528154], [-2.538785, -0.497225, -1.906905], [2.211745, -1.923579, 2.433484], [2.769473, 5.425746, -2.898167], [-4.411716, 0.935184, -0.929842], [1.245721, -2.260091, -2.015904], [-5.016314, -1.969284, -0.305234], [-3.397736, 1.821105, 0.198174], [4.690453, -2.662923, -5.318562], [-6.393473, 0.217577, -0.871383], [-6.837378, 0.754401, 0.753701], [3.011118, 6.472688, -2.708298], [2.156658, -1.997975, -1.477937], [-2.464290, 0.299360, -0.814589], [6.117721, 0.105970, 0.989172], [0.272860, -1.599780, 0.928521], [-0.977162, -1.303414, -3.055247], [1.927712, 0.132926, -1.333959], [4.644157, -2.711963, -4.237268], [-1.369934, -2.429221, 3.758093], [0.593190, 5.693694, -1.644186], [4.461319, -2.879755, -0.392807], [-5.114209, 0.827875, 2.649234], [3.618331, 1.012572, 1.391272], [-5.922385, -2.518672, -0.572838], [-6.686515, -2.271433, 1.770668], [6.671865, -3.394262, -4.025186], [-4.718283, 1.174056, 1.842364], [1.203353, -2.074784, 2.796101], [2.676630, 4.959055, -0.420363], [-0.405143, -0.075755, -1.383832], [4.509075, -2.841800, -1.476234], [3.475657, -2.360388, -3.580583], [-7.451578, -0.774007, 0.111093], [5.826596, 0.367439, 2.718243], [3.611927, 4.402161, -0.489550], [4.556173, 0.662180, 0.414649], [-5.074053, -2.200161, 2.473847], [2.902591, 6.002110, -0.191212], [-4.211004, 0.067039, 1.071823], [-0.020446, 5.330555, -0.818763], [2.242296, 5.357650, -3.850382], [1.993710, 1.363984, 1.125577], [-4.615924, -1.531577, -1.219132], [4.183714, 0.950802, 3.046478], [1.435368, 2.363715, -2.195755], [-0.290117, -2.619360, 4.604680], [2.354544, -2.668881, 5.169571], [5.681268, -3.190954, -2.128923], [-3.496235, -0.663754, 2.932465], [-2.373667, -2.572080, 4.146478], [-3.085551, -0.531085, 1.927054], [-1.187885, -2.070919, 2.423936], [-0.436642, -2.903394, 5.638191], [-3.061608, -2.678461, 1.618127], [5.756809, -3.124045, -3.513709]], "atomic_forces_ev_per_a": [[0.005, 0.001, 0.013], [0.008, 0.013, 0.008], [0.001, 0.006, -0.016], [-0.034, -0.058, -0.053], [-0.039, -0.048, 0.048], [-0.114, -0.056, 0.008], [-0.788, -0.084, -0.257], [0.038, 0.064, 0.016], [-0.015, 0.013, 0.090], [-0.022, 0.007, 0.006], [-0.055, 0.059, -0.039], [0.006, -0.021, -0.014], [-0.046, 0.082, -0.038], [-0.054, -0.117, 0.028], [-0.010, -0.019, 0.001], [0.275, 0.069, 0.005], [-0.019, 0.000, 0.000], [0.015, 0.039, 0.048], [0.009, 0.004, 0.005], [-0.006, -0.038, 0.000], [0.036, -0.005, -0.006], [0.017, -0.023, -0.038], [0.068, -0.024, -0.005], [-0.038, 0.042, 0.004], [0.020, 0.001, -0.018], [0.035, -0.073, 0.037], [0.121, 0.046, 0.132], [-0.008, 0.027, -0.020], [-0.016, -0.006, -0.007], [-0.019, 0.000, -0.049], [0.032, -0.042, 0.016], [0.004, -0.042, -0.021], [0.011, 0.028, 0.014], [-0.011, 0.002, 0.023], [0.017, 0.009, 0.030], [0.009, -0.016, 0.021], [0.004, -0.018, -0.005], [0.181, 0.482, -0.197], [-0.083, 0.031, -0.015], [0.049, -0.010, 0.104], [0.031, -0.015, 0.011], [-0.009, 0.021, 0.042], [0.459, -0.463, 0.105], [-0.015, -0.002, -0.003], [-0.009, -0.051, 0.012], [0.029, -0.016, -0.003], [0.022, -0.006, -0.019], [0.008, -0.008, -0.010], [0.448, -0.133, -0.306], [0.025, 0.001, 0.004], [0.010, 0.008, 0.016], [-0.014, 0.010, 0.008], [-0.025, -0.009, -0.096], [0.008, 0.006, -0.065], [0.015, -0.026, 0.018], [0.093, 0.020, 0.008], [0.052, 0.031, 0.059], [-0.045, 0.025, -0.031], [0.022, 0.008, -0.010], [0.058, -0.153, -0.003], [-0.021, 0.000, -0.003], [-0.195, 0.050, 0.506], [-0.048, 0.027, -0.040], [0.003, -0.019, -0.010], [-0.026, 0.032, -0.032], [0.017, 0.006, -0.015], [0.005, 0.011, 0.015], [-0.326, 0.067, -0.048], [-0.016, -0.002, 0.009], [0.028, 0.003, 0.014], [-0.222, 0.189, -0.064], [-0.038, 0.012, 0.012], [-0.018, 0.011, -0.026], [-0.032, -0.005, 0.023], [0.043, -0.007, -0.004], [0.023, -0.003, -0.020], [0.101, -0.005, 0.039], [0.005, 0.010, 0.023], [0.005, 0.003, -0.019], [0.016, 0.042, 0.025], [-0.049, 0.005, 0.017]]}

# 3
{"formula": "H12O6", "method": "the ωB97M-V functional and the def2-TZVPD basis", "s_squared": 0.75, "lumo_ev": [3.30, 3.24], "largest_force_ev_per_a": 1.49, "total_energy_ev": -12479.244, "spin_multiplicity": 2, "homo_lumo_gap_ev": [2.619, 10.761], "total_charge": -1, "de_lowest_kj_mol": 80.35, "elements": ["H", "H", "O", "H", "O", "H", "H", "H", "O", "O", "H", "H", "H", "H", "H", "O", "O", "H"], "coordinates": [[-13.263990, -19.770380, -5.830820], [-12.805850, -16.363820, -6.066330], [-11.608020, -15.190610, -1.525030], [-10.658070, -15.088160, -1.467250], [-9.119520, -17.464870, -4.282020], [-12.730060, -17.609300, -2.871030], [-13.111420, -17.603280, -6.880140], [-12.400730, -17.408050, -4.334910], [-12.020810, -17.348120, -3.458380], [-12.644980, -20.327950, -6.302180], [-14.314650, -18.639970, -1.343170], [-15.067380, -17.807780, -2.359410], [-9.092010, -16.674440, -4.821180], [-12.671750, -21.163620, -5.836170], [-11.732430, -16.036410, -1.955580], [-13.238200, -17.216210, -6.013920], [-14.219360, -18.221670, -2.198840], [-9.760340, -17.267280, -3.598980]], "atomic_forces_ev_per_a": [[-0.228, 0.299, 0.389], [0.114, 0.488, -0.009], [0.036, 0.576, 0.481], [0.196, 0.017, 0.020], [0.656, -0.085, -0.126], [-0.883, -0.505, 0.416], [0.115, -0.303, -0.344], [-0.179, -0.211, -0.423], [1.387, 0.491, 0.222], [0.202, -0.061, -0.534], [-0.144, -0.440, 0.699], [-0.799, 0.334, -0.206], [-0.062, 0.145, -0.116], [-0.015, -0.187, 0.204], [-0.205, -0.388, -0.595], [-0.289, -0.076, 0.195], [0.802, 0.034, -0.409], [-0.705, -0.128, 0.136]]}

# 4
{"formula": "C3H8N2OS", "method": "the ωB97M-V functional and the def2-TZVPD basis", "lumo_ev": 0.56, "largest_force_ev_per_a": 1.95, "total_energy_ev": -19103.849, "smiles": "NC(=O)NCCS", "homo_lumo_gap_ev": 10.119, "de_lowest_kj_mol": 62.98, "elements": ["S", "C", "C", "H", "N", "O", "H", "H", "H", "H", "H", "N", "H", "C", "H"], "coordinates": [[-1.242683, 2.832338, 0.443362], [0.994115, -1.950657, -0.435431], [0.088295, 0.238800, 0.465640], [2.792297, -2.434260, 0.354973], [0.154102, -0.879689, -0.505527], [1.062243, -2.747475, -1.357006], [-1.586190, 0.905452, -0.851289], [1.889624, -1.376306, 1.367897], [-2.317052, 2.639542, 1.196162], [0.036296, -0.094182, 1.505029], [-0.672630, -0.961435, -1.057800], [1.922312, -1.985286, 0.571431], [-2.018121, 0.528994, 0.839687], [-1.249065, 0.937427, 0.181921], [0.944523, 0.871699, 0.224362]], "atomic_forces_ev_per_a": [[0.068, -1.603, 0.268], [1.077, 0.036, -1.459], [-0.594, -0.386, -1.451], [-0.094, -0.218, 0.033], [-0.429, 0.696, 1.767], [-0.382, -0.382, 0.185], [0.251, -0.619, -0.043], [0.056, 0.107, -0.095], [-0.277, 0.661, 0.290], [0.495, 0.060, -0.037], [-0.030, -0.522, -0.486], [-0.303, 0.316, 0.543], [0.035, 0.110, -0.254], [0.214, 1.537, 0.123], [-0.087, 0.208, 0.615]]}